The following is a DFT calculation (ωB97M-V/def2-TZVPD) of an isolated molecule of C20H22ClN3O3.

Cartesian coordinates (Å):
1 C 1.019988 -0.190714 -2.639552
2 C 0.414978 1.156557 -2.138243
3 O 0.735690 1.308711 -0.730660
4 C 2.066442 1.448850 -0.489769
5 C 2.748973 2.674944 -0.722940
6 C 4.065474 2.843053 -0.392718
7 N 4.773116 1.920400 0.275107
8 C 4.162661 0.730564 0.511710
9 Cl 5.036221 -0.468530 1.344786
10 C 2.819609 0.486830 0.130379
11 C 2.244039 -0.825030 0.392114
12 O 2.563328 -1.823695 -0.256815
13 N 1.284068 -0.900907 1.387750
14 C 0.885532 0.074492 2.367568
15 C 1.208895 -0.714913 3.645063
16 C 0.849123 -2.172297 3.250746
17 C 0.460450 -1.995582 1.779039
18 C -0.945980 -1.355265 1.666500
19 C -1.460577 -1.354521 0.220464
20 O -2.811972 -0.934701 0.240452
21 C -3.308336 -0.428792 -0.931520
22 C -4.405155 0.401981 -0.806071
23 C -5.045476 0.945237 -1.909437
24 C -4.554379 0.595844 -3.134130
25 C -3.468984 -0.279939 -3.226236
26 N -2.847481 -0.756942 -2.154125
27 C -0.674029 0.092559 2.135970
28 H 0.556328 -1.020550 -2.088166
29 H 2.095285 -0.280214 -2.490142
30 H 0.830881 -0.289377 -3.706145
31 H -0.663147 1.097879 -2.293731
32 H 0.784190 2.014229 -2.707040
33 H 2.210038 3.481387 -1.209193
34 H 4.594659 3.767019 -0.599864
35 H 1.350644 1.072764 2.277385
36 H 2.283187 -0.667199 3.899396
37 H 0.642011 -0.364147 4.507770
38 H -0.005083 -2.562015 3.795736
39 H 1.724043 -2.784272 3.310817
40 H 0.589906 -2.926244 1.170659
41 H -1.682665 -1.882358 2.330654
42 H -0.841827 -0.725773 -0.401334
43 H -1.427811 -2.382900 -0.181899
44 H -4.794161 0.607434 0.172018
45 H -5.878366 1.629723 -1.821786
46 H -5.023090 1.024288 -4.016908
47 H -3.016502 -0.493469 -4.200165
48 H -1.208625 0.359471 3.022976
49 H -0.936112 0.846131 1.413530

Atomic forces in eV per Å
C -0.4778 0.6321 0.2728
C 0.9093 -1.3549 -0.5766
O -0.1789 -0.0288 -0.3611
C 1.2334 2.1385 0.2527
C -1.4439 -0.2888 -0.8736
C 0.2663 -0.5400 0.7236
N -0.4608 -1.9347 0.1625
C -0.4708 2.7475 -1.1078
Cl 0.2848 -0.1920 0.2351
C 1.0003 -0.3128 0.6390
C -1.6364 -2.8452 0.7997
O -0.1831 0.9328 0.3421
N 2.1069 1.0529 -2.1978
C -0.7380 0.7743 0.3047
C 0.2074 0.1068 0.6925
C -0.6673 0.8727 -0.3533
C -0.5667 -1.7160 -0.7327
C -0.6658 -0.1371 0.1043
C 0.3225 -1.6792 0.6103
O -0.1057 0.7968 -1.0957
C -0.5277 -0.2416 -0.9976
C -0.8797 0.5103 0.5793
C 0.5495 -0.4025 0.7147
C 0.1010 -0.1307 -1.4559
C -0.0726 0.9821 0.1320
N 0.5883 -0.4392 1.3342
C 1.0409 -0.2037 0.4684
H 0.0560 0.2136 -0.3283
H 0.0172 0.2330 0.0555
H -0.1446 -0.1241 -0.0708
H -0.0062 0.1895 0.6532
H 0.1333 -0.0160 0.1181
H 0.0274 -0.0241 0.0361
H -0.1331 -0.0117 -0.0103
H -0.0863 -0.6538 -0.0104
H -0.4577 0.2072 -0.1934
H 0.0217 0.0570 0.0084
H 0.1972 -0.2707 0.3089
H 0.2949 -0.6376 0.2496
H 0.0004 0.9722 0.3643
H 0.5863 0.4073 -0.6617
H 0.0867 0.3271 -0.1937
H 0.1021 0.3216 0.0065
H 0.0652 0.1046 0.4289
H -0.0054 -0.0816 0.1669
H 0.2558 -0.2626 -0.0559
H -0.2428 -0.1940 0.3528
H -0.2605 0.0408 0.7581
H -0.0430 0.1025 -0.5985

As for the SMILES: CCOc1ccnc(Cl)c1C(=O)N1[C@@H]2CC[C@H]1[C@H](COc1ccccn1)C2. The calculation puts the LUMO energy at 0.65 eV. The charge is 0. Its gap between HOMO and LUMO is 9.8 eV. The value obtained for the energy is -44231.8721 eV. For the relative energy (zero: lowest compared OMol25 entry of this formula, charge and spin), the calculation gives 54.0 kcal/mol.


The following is a DFT calculation (ωB97M-V/def2-TZVPD) of a structure of composition C28H23BiF6N3O8S2.

Cartesian coordinates (Å):
1 Bi 0.919038 0.406431 -0.343247
2 O 1.068195 -4.653838 0.872292
3 C 1.766167 -3.581223 0.429537
4 O 2.614549 -3.041525 1.070734
5 C 1.451910 -3.264148 -1.004518
6 C 0.944245 -4.227207 -1.856085
7 C 0.835869 -3.922364 -3.209149
8 C 1.246268 -2.681644 -3.649559
9 C 1.700784 -1.762027 -2.709435
10 N 1.786786 -2.039188 -1.413816
11 C 2.147391 -0.374193 -3.160757
12 O 2.485523 -0.261934 -4.327622
13 O 2.122904 0.557870 -2.273866
14 H 1.377153 -4.783947 1.781722
15 H 0.667234 -5.196162 -1.467791
16 H 0.449708 -4.656527 -3.905196
17 H 1.234493 -2.393491 -4.691013
18 C -0.884619 0.511557 -4.170747
19 C -1.494927 0.393247 -2.796300
20 C -1.725809 1.541985 -2.038463
21 C -2.293834 1.483392 -0.768207
22 C -2.526561 2.742831 0.023837
23 C -2.614749 0.225950 -0.250637
24 C -2.391977 -0.939512 -0.976610
25 C -2.774095 -2.288454 -0.421563
26 C -1.821826 -0.841910 -2.247255
27 H -1.502541 1.146546 -4.808695
28 H -0.794652 -0.464573 -4.648936
29 H 0.107461 0.966838 -4.134553
30 H -1.429280 2.504075 -2.446603
31 H -1.614171 3.337597 0.062339
32 H -2.823244 2.517905 1.047677
33 H -3.304688 3.347758 -0.448778
34 H -3.027750 0.163907 0.751899
35 H -3.636322 -2.693627 -0.957972
36 H -3.035467 -2.219778 0.634488
37 H -1.948732 -2.995320 -0.514015
38 H -1.631332 -1.748537 -2.817037
39 S 4.603782 -0.149065 2.782752
40 C 3.521044 0.099754 1.627557
41 N 2.738660 0.292281 0.770520
42 O -1.771641 1.917232 3.107478
43 S -0.612116 1.110347 3.392054
44 O 0.488030 1.715322 4.081147
45 N -0.110098 0.324600 2.055163
46 C -0.356079 -0.998347 2.104278
47 O -0.066650 -1.779035 1.184961
48 C -0.984570 -1.432585 3.392985
49 C -1.376813 -2.703844 3.765588
50 C -1.946041 -2.863681 5.022689
51 C -2.115040 -1.770394 5.872764
52 C -1.727166 -0.492607 5.487571
53 C -1.163210 -0.355969 4.234118
54 H -1.241015 -3.533411 3.082154
55 H -2.261877 -3.846445 5.350889
56 H -2.557168 -1.918879 6.850373
57 H -1.855187 0.358455 6.143798
58 C 3.195632 3.195739 -0.701959
59 C 1.727420 3.569865 -0.510551
60 O 0.906526 2.529113 -0.156365
61 C 1.186199 4.178779 -1.829290
62 F 1.951892 5.172505 -2.310434
63 F 1.139487 3.229048 -2.770984
64 F -0.058171 4.668532 -1.702050
65 C 1.627352 4.601512 0.643417
66 F 0.367489 4.920901 0.948856
67 F 2.272786 5.750862 0.353153
68 F 2.186948 4.098249 1.747176
69 H 3.280293 2.450344 -1.493224
70 H 3.576561 2.771344 0.224398
71 H 3.783638 4.072720 -0.967080

Atomic forces in eV per Å
Bi -0.2500 0.1483 0.0739
O 0.0148 0.0492 0.1667
C 0.0142 -0.1596 -0.2758
O 0.0525 0.0814 0.1406
C 0.0005 0.1222 0.1219
C 0.0058 -0.0618 -0.0936
C -0.0243 -0.0153 0.0419
C 0.0493 -0.0378 -0.0510
C 0.0349 0.0744 0.1467
N -0.1028 0.0075 -0.1188
C -0.0192 -0.0890 -0.0975
O 0.0115 0.1200 0.0449
O -0.0361 -0.1073 0.0171
H -0.0619 -0.0453 -0.0151
H -0.0101 0.0076 -0.0028
H 0.0037 0.0030 0.0059
H -0.0071 0.0085 0.0085
C -0.0437 0.0210 0.0404
C 0.1067 0.0713 -0.0178
C 0.0361 0.0714 -0.0895
C 0.0863 -0.0689 0.0156
C -0.0492 -0.1028 -0.0106
C 0.0008 0.0412 0.0073
C 0.0125 -0.0410 0.0102
C 0.0296 0.0697 0.0016
C -0.0232 -0.0308 0.0193
H -0.0255 -0.0192 -0.0043
H 0.0213 0.0097 0.0092
H -0.0420 -0.0242 0.0272
H -0.0743 -0.0207 0.0387
H 0.0192 -0.0015 0.0053
H 0.0243 0.0138 -0.0753
H 0.0086 0.0009 -0.0052
H -0.0052 -0.0023 -0.0278
H 0.0181 0.0002 -0.0057
H 0.0179 0.0135 -0.0027
H 0.0069 -0.0018 0.0058
H -0.0149 0.0360 0.0179
S -0.0889 0.0553 -0.1470
C 0.0601 -0.1231 0.2108
N 0.3103 0.0157 -0.0138
O 0.0714 0.0203 0.1082
S 0.0213 -0.0873 -0.2416
O -0.0754 0.0373 0.0847
N -0.1435 -0.2985 -0.0558
C 0.3308 0.2084 -0.1386
O -0.1708 0.1550 0.1623
C -0.0356 0.0837 -0.1325
C -0.0072 -0.0292 0.0345
C -0.0097 0.0275 0.0324
C -0.0033 -0.0604 0.0145
C 0.0471 -0.0174 -0.0481
C -0.0559 -0.0163 0.1625
H 0.0069 0.0081 0.0242
H -0.0025 0.0217 -0.0008
H 0.0044 -0.0147 -0.0164
H -0.0113 -0.0090 -0.0244
C 0.0356 0.0190 -0.0624
C 0.1170 0.1096 0.0887
O -0.1788 -0.2804 -0.0884
C 0.0582 -0.1623 0.1801
F 0.0604 0.1126 -0.0126
F -0.0407 -0.0022 -0.1214
F -0.0879 0.0425 -0.0064
C 0.0544 -0.2191 -0.0973
F -0.1131 0.0682 -0.0192
F 0.0372 0.1033 -0.0118
F 0.0366 0.0264 0.0549
H -0.0317 0.0536 0.0348
H -0.0234 0.0007 -0.0298
H 0.0423 0.0095 0.0027

The calculation puts the LUMO energy at 2.14 eV. The charge is -1. Its gap between HOMO and LUMO is 8.1 eV. The value obtained for the energy is -94081.7854 eV.


gap between HOMO and LUMO of number 1 (C20H22ClN3O3)?
9.8 eV


Among the records above, which one has the highest charge?
C20H22ClN3O3


What is the formula in the first record?
C20H22ClN3O3